Entry 1:
Formula: C45H48Ge2N2O3PReSSe2
Source: the OMol25 dataset
Level of theory: the ωB97M-V functional and the def2-TZVPD basis

Last column: Mulliken spin population.
Element x y z (Å)
H  -1.736  -4.677  -0.079  0.000
H  -2.627  -2.094  -5.466  0.000
C  -2.245  -0.651  -2.413  0.014
H  -2.982  -2.558  -3.089  0.000
H  -2.497  -4.678  -1.690  0.000
C  -0.748  3.376  2.457  0.004
C  3.813  1.988  1.003  0.012
H  -5.448  -0.701  0.638  0.000
H  -3.622  3.879  0.605  0.000
C  5.110  2.340  0.663  0.002
H  2.795  2.434  3.650  0.000
H  1.104  -4.015  4.340  0.000
H  0.898  6.781  -3.449  0.001
H  -5.909  3.461  1.435  0.000
H  -1.745  3.636  2.126  0.000
C  3.811  0.124  -2.015  0.011
H  4.746  -0.106  -2.520  0.000
H  -3.342  -3.593  2.423  0.000
C  2.776  -2.497  -2.674  0.005
Re  0.942  -0.883  0.101  1.640
C  2.830  -1.382  5.585  0.000
H  3.543  -2.249  -3.409  0.000
H  1.577  -5.127  -2.085  0.000
C  0.661  4.353  -1.113  0.012
C  -1.820  -0.136  -5.133  0.000
C  0.894  5.786  -3.026  0.016
C  6.150  1.438  0.850  0.002
C  3.551  0.731  1.553  0.024
H  -1.140  1.797  -4.493  -0.001
C  -3.232  1.813  0.183  -0.001
H  5.310  3.323  0.258  0.000
S  -1.519  -1.207  2.089  0.060
C  2.050  -0.906  3.356  -0.036
H  2.929  -3.532  -2.371  0.000
C  -5.026  0.297  0.632  0.005
H  0.228  -5.170  -3.265  0.000
C  -1.510  0.828  -4.183  0.001
C  5.893  0.184  1.382  -0.003
P  1.851  0.248  1.977  0.080
C  -1.727  0.571  -2.838  -0.008
C  -3.730  0.511  0.169  0.004
C  -5.465  -3.152  -1.130  0.002
C  0.726  -2.649  2.098  0.003
C  -4.011  2.868  0.627  -0.001
H  3.970  0.912  -1.285  -0.002
H  -2.227  2.022  -0.171  0.000
N  0.913  0.936  -0.853  -0.118
H  3.049  0.414  -2.734  -0.001
H  1.289  4.839  -4.909  0.000
C  -2.566  -1.599  -3.383  0.005
H  -1.668  0.067  -6.185  0.000
C  1.115  4.691  -3.853  -0.007
H  -6.811  1.160  1.447  0.000
C  0.522  -4.922  -2.249  0.000
H  -5.279  -2.997  -2.193  0.000
C  1.085  1.815  2.487  0.000
C  0.883  3.253  -1.952  0.007
C  1.790  2.677  3.328  -0.008
C  4.600  -0.170  1.739  0.000
H  -5.957  -4.117  -1.009  0.000
C  2.718  -0.513  4.512  0.005
O  -0.824  -0.429  3.079  0.029
C  1.375  -2.285  -3.210  -0.004
H  3.352  -1.066  6.478  0.000
H  3.155  0.474  4.583  0.000
C  -5.301  2.637  1.086  0.001
Ge  -2.715  -1.012  -0.534  -0.011
H  6.702  -0.518  1.536  0.000
C  1.111  3.415  -3.325  0.016
H  4.412  -1.146  2.169  0.003
C  -4.220  -3.313  1.844  0.001
Se  0.081  -3.045  -1.982  0.038
H  -0.497  5.149  3.639  0.000
O  -0.514  -2.913  2.213  -0.008
H  2.340  -3.319  6.362  0.000
H  -0.746  1.516  1.407  -0.045
C  2.259  -2.644  5.521  0.001
C  1.570  -3.040  4.386  0.003
N  -1.030  -0.856  0.625  0.081
H  1.297  -2.765  -4.188  -0.001
C  -0.050  4.221  3.308  -0.001
C  -2.359  -1.348  -4.730  0.001
H  3.014  2.705  0.865  -0.002
C  0.669  5.621  -1.665  -0.008
H  0.500  6.484  -1.037  0.000
C  1.221  3.871  3.741  0.001
H  1.282  2.551  -3.952  0.001
C  -2.685  -4.685  -0.617  0.001
H  0.482  4.201  -0.056  0.004
H  -6.154  -2.379  -0.794  0.000
H  -0.069  -5.490  -1.537  0.000
H  -3.207  -5.610  -0.372  0.000
C  -0.184  2.177  2.049  0.026
C  -5.808  1.349  1.091  0.000
C  0.878  1.959  -1.380  0.089
H  7.162  1.719  0.592  0.000
C  1.481  -2.182  3.297  0.044
H  -4.624  -2.387  2.252  0.000
H  1.771  4.528  4.401  0.000
O  1.320  -2.793  0.983  0.033
Se  3.242  -1.479  -1.067  -0.022
Ge  -3.809  -3.169  -0.072  0.004
H  1.090  -1.238  -3.333  0.005
H  -1.536  1.358  -2.122  -0.004
H  -4.972  -4.093  1.972  0.000

* orbital gap (spin up / spin down): 7.830 / 6.728 eV
* E_LUMO (spin up / spin down): -5.40 / -6.54 eV
* <S²>: 2.018
* total charge: +2
* largest force on an atom: 1.0 eV Å⁻¹
* spin multiplicity: 3

=====

Entry 2:
Formula: C6H10
Source: the OMol25 dataset
Level of theory: the ωB97M-V functional and the def2-TZVPD basis

Last column: natural (NBO) charge in e.
Element x y z (Å)
H  -0.827  -2.490  0.555  0.216
H  2.272  0.850  -0.117  0.199
H  1.498  -1.717  1.410  0.195
H  1.654  0.740  1.627  0.199
H  0.096  0.939  0.092  0.231
H  -2.790  1.574  -0.913  0.219
C  1.841  -1.091  0.592  -0.367
H  -0.198  -2.385  -1.186  0.216
C  -0.901  0.678  -0.281  -0.283
C  -0.984  -0.619  -0.380  0.094
C  -0.668  -1.890  -0.339  -0.482
H  -1.914  2.429  0.377  0.218
H  -1.323  2.511  -1.275  0.219
C  -1.800  1.845  -0.544  -0.628
C  1.935  0.229  0.710  -0.443
H  2.111  -1.602  -0.329  0.195

* orbital gap: 10.375 eV
* E_LUMO: 1.03 eV
* largest force on an atom: 0.4 eV Å⁻¹

=====

Entry 3:
Formula: C4H7N3O
Source: the OMol25 dataset
Level of theory: the ωB97M-V functional and the def2-TZVPD basis

Last column: natural (NBO) charge in e.
Element x y z (Å)
N  0.877  1.768  0.456  -0.806
C  0.446  -1.365  -0.042  -0.431
H  1.615  1.108  0.164  0.413
H  1.468  -1.021  0.239  0.180
H  -2.019  1.754  -1.180  0.272
H  0.381  -0.973  -1.118  0.155
N  -0.394  -0.708  0.919  -0.338
N  -1.722  -0.771  0.676  -0.463
H  0.982  2.757  0.238  0.404
O  -3.586  0.106  -0.236  -0.610
C  -1.460  1.314  -0.394  -0.470
C  -2.419  0.156  0.050  0.658
C  -0.346  1.364  0.193  0.452
H  0.431  -2.344  -0.047  0.190
H  -2.105  -1.685  0.747  0.394

* orbital gap (spin up / spin down): 8.555 / 8.557 eV
* E_LUMO (spin up / spin down): 0.37 / 0.37 eV
* largest force on an atom: 6.6 eV Å⁻¹

=====

Entry 4:
Formula: C6H9N2O3S2
Source: the OMol25 dataset
Level of theory: the ωB97M-V functional and the def2-TZVPD basis

Last column: natural (NBO) charge in e.
Element x y z (Å)
H  -0.903  1.199  -1.670  0.441
S  2.938  -1.044  -0.339  2.069
C  1.057  -2.032  0.627  0.003
H  2.062  1.469  0.745  0.487
C  0.294  1.475  -0.160  0.778
H  -0.700  -1.892  1.894  0.251
N  1.065  1.355  0.736  -0.478
C  -2.046  2.408  -0.331  0.756
H  -2.743  1.851  -2.269  0.239
H  0.179  -3.341  2.009  0.253
H  -3.697  1.207  -0.968  0.279
O  -1.948  3.145  0.545  -0.412
C  -3.142  2.098  -1.284  -0.729
O  3.175  0.374  -0.223  -0.938
C  2.255  -1.726  1.089  -0.582
O  3.890  -1.826  -1.053  -0.837
H  2.809  -2.093  1.901  0.273
N  -0.818  1.529  -0.778  -0.689
H  -3.782  2.929  -1.275  0.276
S  0.935  -1.496  -1.093  -0.012
C  -0.130  -2.621  1.321  -0.660
H  -0.751  -2.965  0.574  0.233

* orbital gap: 8.434 eV
* E_LUMO: -4.67 eV
* total charge: +1
* largest force on an atom: 3.1 eV Å⁻¹

=====

Entry 5:
Formula: C3H11NO3P
Source: the OMol25 dataset
Level of theory: the ωB97M-V functional and the def2-TZVPD basis

Last column: natural (NBO) charge in e.
Element x y z (Å)
C  -2.934  1.178  -0.976  -0.232
H  2.201  0.750  -1.345  0.234
C  2.204  -0.311  -1.003  -0.655
H  3.347  -0.499  -1.052  0.259
C  1.653  -0.479  0.422  -0.070
H  1.747  -1.488  0.812  0.196
H  -2.937  0.608  -1.907  0.200
H  -3.087  2.238  -1.111  0.240
P  -1.041  -0.488  0.021  2.512
O  -0.857  -1.208  -1.330  -0.996
H  -3.690  0.814  -0.430  0.185
O  0.320  -0.035  0.695  -0.786
H  -1.404  -2.064  -1.549  0.570
H  -1.618  -1.395  2.048  0.439
H  -2.843  -1.590  0.906  0.418
H  1.612  -0.922  -1.608  0.212
N  -1.825  -1.589  1.068  -1.152
H  2.284  0.254  1.084  0.218
O  -1.601  0.922  -0.312  -0.793

* orbital gap: 11.856 eV
* E_LUMO: -3.49 eV
* total charge: +1
* largest force on an atom: 4.0 eV Å⁻¹

=====

Entry 6:
Formula: C11H18O
Source: the OMol25 dataset
Level of theory: the ωB97M-V functional and the def2-TZVPD basis

Last column: natural (NBO) charge in e.
Element x y z (Å)
H  1.240  -2.225  -1.539  0.207
H  -1.733  -2.685  -2.152  0.206
C  2.119  1.454  1.200  -0.396
H  1.481  0.114  2.820  0.202
O  -2.464  2.571  0.948  -0.677
H  0.166  -2.950  -0.291  0.213
C  -2.621  -0.768  -0.584  -0.201
H  4.189  1.496  0.558  0.207
C  -3.077  0.382  0.067  -0.285
H  -0.433  2.364  -0.394  0.223
H  3.295  -0.069  0.314  0.197
C  -0.976  1.426  -0.421  -0.245
C  3.482  0.787  0.973  -0.605
H  0.135  0.890  1.989  0.216
H  2.231  2.432  1.657  0.196
H  1.136  -0.363  1.176  0.202
H  -0.635  -1.613  -2.967  0.211
H  -3.302  -1.584  -0.753  0.209
C  -1.366  -0.831  -1.141  -0.027
H  0.437  -3.731  -1.701  0.211
C  -2.197  1.429  0.257  0.288
H  -3.276  2.537  1.469  0.483
H  -4.035  0.409  0.574  0.208
H  1.783  1.758  0.211  0.190
C  0.282  -2.707  -1.343  -0.615
C  1.133  0.495  1.856  -0.608
H  4.016  0.425  1.858  0.201
C  -0.893  -2.006  -1.984  -0.421
H  0.448  0.232  -1.517  0.212
C  -0.566  0.331  -1.142  -0.203

* orbital gap: 9.203 eV
* E_LUMO: 0.83 eV
* largest force on an atom: 1.7 eV Å⁻¹

=====

Entry 7:
Formula: CHFN4O
Source: the OMol25 dataset
Level of theory: the ωB97M-V functional and the def2-TZVPD basis

Last column: natural (NBO) charge in e.
Element x y z (Å)
C  -1.789  1.152  -0.581  0.727
N  -0.829  -1.654  0.505  0.188
O  -1.157  2.908  -1.903  0.230
N  -0.550  -0.845  -0.338  -0.256
N  -1.447  2.211  -1.148  0.296
F  -2.633  0.893  0.257  -0.105
H  0.102  -0.944  -1.166  0.513
N  -0.842  -2.485  1.229  0.407

* orbital gap (spin up / spin down): 6.409 / 7.470 eV
* E_LUMO (spin up / spin down): -15.44 / -14.80 eV
* total charge: +2
* largest force on an atom: 10.0 eV Å⁻¹

=====

Entry 8:
Formula: C5H13N2
Source: the OMol25 dataset
Level of theory: the ωB97M-V functional and the def2-TZVPD basis

Last column: natural (NBO) charge in e.
Element x y z (Å)
C  2.871  -0.561  -0.975  -0.036
C  -2.438  0.284  -0.170  -0.150
C  2.434  -0.664  1.319  -0.460
H  2.745  -1.345  2.151  0.208
H  -3.094  -0.493  -0.571  0.225
H  -3.746  1.860  0.471  0.348
H  2.934  0.296  1.511  0.180
N  -3.121  1.153  0.811  -1.128
H  -0.899  -1.137  -1.839  0.222
N  2.538  -1.304  0.001  -0.411
H  0.262  0.149  -2.031  0.217
H  -0.688  1.399  0.093  0.214
H  -2.433  1.626  1.381  0.320
H  -3.650  0.536  1.448  0.293
H  0.340  -0.960  -0.568  0.256
H  3.519  0.298  -0.905  0.146
C  -1.140  0.529  -0.447  -0.157
C  -0.310  -0.410  -1.257  -0.666
H  1.397  -0.475  1.596  0.208
H  2.479  -0.781  -2.019  0.169

* orbital gap (spin up / spin down): 4.196 / 10.368 eV
* E_LUMO (spin up / spin down): 0.66 / 0.63 eV
* <S²>: 0.750
* largest force on an atom: 2.1 eV Å⁻¹
* spin multiplicity: 2

=====

no.,electronic energy (eV)
1,-322532.654
2,-6380.999
3,-10774.573
4,-37150.891
5,-20205.560
6,-13746.079
7,-11745.685
8,-8370.375